{"formula": "C5H11NOS", "method": "the ωB97M-V functional and the def2-TZVPD basis", "total_energy_ha": -725.2839, "smiles": "CC(=O)NCCCS", "e_above_lowest_kcal_mol": 25.71, "orbital_gap_ev": 10.009, "species": ["C", "C", "O", "N", "C", "C", "C", "S", "H", "H", "H", "H", "H", "H", "H", "H", "H", "H", "H"], "coordinates": [[-1.45318, 0.10063, -2.71057], [-0.08992, -0.59188, -2.56282], [0.37751, -1.31624, -3.40024], [0.57288, -0.25583, -1.39617], [0.19533, 0.58161, -0.27019], [1.04021, 0.17563, 0.99506], [0.21772, -0.56729, 2.04085], [-0.28552, 0.73753, 3.31870], [-1.89989, 0.22294, -1.73055], [-1.38750, 1.12378, -3.07307], [-2.13532, -0.45158, -3.28912], [1.47913, -0.70632, -1.27718], [0.31847, 1.64091, -0.49312], [-0.89132, 0.42493, -0.01858], [1.84379, -0.43211, 0.61332], [1.60546, 0.98874, 1.45539], [-0.66582, -1.10758, 1.74628], [0.86771, -1.23380, 2.72279], [-1.29192, 1.40325, 2.71328]], "forces_ev_per_a": [[0.80, 0.42, 1.30], [-0.94, 1.63, 0.79], [0.39, -0.55, -0.28], [0.69, -0.74, -0.17], [-0.79, -0.12, 1.02], [-0.33, -0.32, -1.25], [1.29, 0.97, 2.48], [-0.23, -0.60, 0.01], [-0.18, -0.12, 0.23], [0.36, -0.03, -0.35], [-0.55, -0.76, -1.00], [-0.42, 0.10, -0.39], [0.05, 0.07, -0.07], [0.99, 0.21, -0.24], [0.30, -0.73, -0.10], [-0.59, 0.21, -0.05], [-0.05, -0.19, -0.46], [-1.00, 0.88, -1.25], [0.22, -0.34, -0.22]]}